#one
14
Properties=species:S:1:pos:R:3 method="wB97M-V/def2-TZVPD" smiles="C=C(C=S)CC" spin_multiplicity=1 e_homo_ha=-0.318 charge=0 lumo_ev=-0.722
C 2.90 -0.12 -0.25
C 1.60 -0.70 0.25
C 0.37 0.10 0.13
C 0.47 1.43 0.08
C -0.93 -0.55 -0.10
H 3.18 0.75 0.33
H 2.93 0.24 -1.26
H 3.73 -0.85 -0.17
H 1.68 -0.88 1.31
H 1.42 -1.70 -0.15
H 1.39 1.96 0.21
H -0.34 2.06 -0.11
H -0.86 -1.68 -0.20
S -2.48 -0.05 -0.04

#two
14
Properties=species:S:1:pos:R:3 method="wB97M-V/def2-TZVPD" smiles="C=C[C@@H]1S[C@H]1C" spin_multiplicity=1 e_homo_ha=-0.305 charge=0 lumo_ev=0.987
C -1.91 0.51 1.74
C -1.37 -0.05 0.67
C -0.55 0.64 -0.29
C 0.70 -0.68 -0.76
C 2.10 -0.39 -0.96
S -0.41 0.11 -1.98
H -2.52 0.00 2.49
H -1.77 1.63 1.82
H -1.73 -1.03 0.45
H -0.22 1.64 0.03
H 0.12 -1.52 -0.30
H 2.67 -0.86 -1.76
H 2.75 -0.65 -0.07
H 2.14 0.66 -1.07

Each structure's energy above the most stable one, in kcal/mol: #one 0.0; #two 32.1.

#one
14
Properties=species:S:1:pos:R:3 method="wB97M-V/def2-TZVPD" smiles=CC#C[C@@H](C)S spin_multiplicity=1 e_homo_ha=-0.332 charge=0 lumo_ev=0.862
C -1.31 -2.11 -1.48
C -0.73 -0.95 -0.72
C -0.12 -0.27 0.02
C 0.50 0.70 0.90
C 1.72 1.41 0.40
H -0.73 -2.95 -1.39
H -1.47 -1.82 -2.47
H -2.22 -2.33 -1.06
H 0.72 0.24 1.85
H 2.56 0.64 0.31
H 1.47 1.85 -0.59
H 2.05 2.25 1.07
H -1.74 1.26 1.76
S -0.70 2.10 1.39

#two
14
Properties=species:S:1:pos:R:3 method="wB97M-V/def2-TZVPD" smiles="C=CCC(C)=S" spin_multiplicity=1 e_homo_ha=-0.315 charge=0 lumo_ev=-0.150
C 0.51 1.70 -0.11
C 0.68 0.31 0.22
C -0.63 -0.37 0.77
C -1.73 -0.80 -0.17
C -2.80 0.03 -0.31
H -0.33 1.76 -0.88
H 1.46 2.15 -0.37
H 0.14 2.26 0.74
H -1.10 0.43 1.31
H -0.24 -1.32 1.36
H -1.62 -1.73 -0.65
H -2.85 0.86 0.42
H -3.57 -0.08 -1.10
S 1.99 -0.60 -0.20

#three
14
Properties=species:S:1:pos:R:3 method="wB97M-V/def2-TZVPD" spin_multiplicity=1 e_homo_ha=-0.313 charge=0 lumo_ev=0.980
C -0.30 -1.71 0.40
C -0.38 -0.51 -0.18
C 1.96 0.72 0.79
C 1.33 0.54 -0.48
C -1.56 0.23 -0.71
S 2.87 -0.41 -0.45
H -1.15 -2.31 0.48
H 0.61 -2.19 0.83
H 2.30 1.68 0.94
H 1.41 0.23 1.54
H 1.23 1.22 -1.30
H -1.40 1.23 -0.20
H -1.61 0.42 -1.81
H -2.26 -0.55 -0.51

Each structure's energy above the most stable one, in kcal/mol: #one 6.1; #two 0.0; #three 46.4.

#one
14
Properties=species:S:1:pos:R:3 method="wB97M-V/def2-TZVPD" smiles="C[C@@H]1C[C@H]1C=S" spin_multiplicity=1 e_homo_ha=-0.305 charge=0 lumo_ev=0.188
C 0.82 0.56 1.74
C -0.12 -0.47 0.83
C 0.40 -1.08 -0.54
C -0.14 0.38 -0.63
C -1.13 0.23 -1.67
H 1.89 0.46 1.33
H 0.70 0.03 2.67
H 0.12 1.49 2.01
H -1.10 -0.95 1.37
H 1.29 -1.35 -0.61
H -0.19 -1.72 -1.42
H 0.47 1.47 -0.53
H -1.96 -0.36 -1.63
S -1.05 1.30 -2.93

#two
14
Properties=species:S:1:pos:R:3 method="wB97M-V/def2-TZVPD" smiles="C=C=S.C=CC" spin_multiplicity=1 e_homo_ha=-0.316 charge=0 lumo_ev=-0.042
C 2.91 -1.34 -0.19
C 2.43 -0.15 -0.02
C -1.51 0.85 -0.99
C -1.23 -0.26 1.22
C -1.83 0.63 0.45
S 1.82 1.26 0.20
H 3.89 -1.61 0.17
H -2.42 0.79 -1.59
H -1.09 1.84 -1.13
H -0.80 0.11 -1.35
H 2.37 -2.10 -0.72
H -0.46 -0.91 0.84
H -1.48 -0.37 2.26
H -2.59 1.28 0.86

#three
14
Properties=species:S:1:pos:R:3 method="wB97M-V/def2-TZVPD" smiles="CC1(C)C=CS1" spin_multiplicity=1 e_homo_ha=-0.313 charge=0 lumo_ev=0.664
C 0.79 -1.28 0.02
C 2.10 -1.26 0.03
C 0.34 0.16 0.01
C -0.40 0.61 1.26
C -0.37 0.54 -1.28
S 2.11 0.83 -0.01
H 0.12 -2.14 0.00
H 2.98 -1.87 0.05
H -0.80 1.61 1.12
H 0.28 0.63 2.11
H -1.22 -0.07 1.50
H -0.37 1.62 -1.40
H -1.40 0.19 -1.25
H 0.14 0.10 -2.13

#four
14
Properties=species:S:1:pos:R:3 method="wB97M-V/def2-TZVPD" spin_multiplicity=1 e_homo_ha=-0.319 charge=0 lumo_ev=1.044
C 2.74 0.03 -0.19
C 1.43 -0.08 -0.44
C 0.37 -0.07 0.66
C -0.66 -1.18 0.35
C -0.51 1.17 0.39
H 3.17 0.08 0.83
H 3.44 -0.01 -1.01
H 1.13 -0.07 -1.49
H 0.89 -0.20 1.64
H -1.05 -1.51 1.35
H -0.26 -1.97 -0.25
H -0.06 1.93 -0.21
H -0.77 1.62 1.39
S -1.67 0.05 -0.43

Each structure's energy above the most stable one, in kcal/mol: #one 89.0; #two 13.9; #three 5.0; #four 0.0.